Density functional theory data (ωB97M-V/def2-TZVPD) for a molecular structure, C23H41LuNO2P2 at a distorted geometry.

```
! RIJCOSX wB97M-V def2-TZVPD def2/J DEFGRID3
* xyz 1 1
Lu 1.83 -0.47 0.30
C 0.60 -0.39 2.52
C 0.70 -1.80 2.32
C 2.82 -1.00 2.74
C 1.92 0.11 2.79
C 2.06 -2.18 2.46
C -0.67 0.38 2.61
H -1.33 0.16 1.75
H -0.50 1.47 2.65
H -1.24 0.09 3.53
C 2.29 1.49 3.19
H 1.41 2.07 3.50
H 2.76 2.05 2.36
H 3.01 1.48 4.02
C 4.25 -0.97 3.12
H 4.39 -0.43 4.07
H 4.85 -0.45 2.36
H 4.65 -1.98 3.24
C 2.53 -3.59 2.55
H 1.81 -4.24 3.08
H 3.47 -3.67 3.10
H 2.70 -4.06 1.56
C -0.43 -2.75 2.15
H -0.34 -3.57 2.87
H -0.46 -3.22 1.15
H -1.40 -2.28 2.32
C -5.12 3.02 -1.20
C -5.10 2.99 -2.54
C -4.11 2.20 -3.36
C -2.62 2.28 -2.94
C -2.14 0.95 -2.39
C -2.82 0.27 -1.38
C -4.10 0.66 -0.77
C -4.26 2.16 -0.31
H -4.18 2.58 -4.39
H -2.40 3.09 -2.22
H -4.43 1.14 -3.38
H -3.28 2.65 -0.12
H -5.81 3.71 -0.69
H -5.86 3.50 -3.15
H -4.77 2.12 0.67
H -4.92 0.37 -1.44
H -2.44 -0.71 -1.07
H -4.23 0.06 0.15
H -2.02 2.49 -3.85
H -1.69 0.30 -3.19
P -0.16 0.86 -1.20
C -0.27 2.29 -0.08
C 0.90 1.33 -2.65
P 1.48 -2.66 -0.71
C 0.02 -0.87 -0.98
C 0.92 -3.52 -2.25
C 3.19 -2.09 -1.07
H -0.93 2.09 0.77
H -0.67 3.15 -0.64
H 0.72 2.59 0.31
H 0.63 2.35 -2.97
H 0.69 0.62 -3.46
H 1.98 1.29 -2.40
H 3.25 -2.23 -2.16
H 3.88 -2.78 -0.54
H 3.58 -1.04 -0.87
H -0.29 -1.14 0.09
H 1.08 -0.92 -1.61
H 0.66 -4.56 -2.00
H 1.66 -3.52 -3.06
H 0.02 -3.00 -2.61
O 5.16 1.43 -0.29
N 4.13 0.79 -0.21
O 2.97 1.48 -0.14
*
```

LUMO (spin up / spin down): -4.23 / -3.65 eV
Molecular weight: 600.501 g/mol
HOMO-LUMO gap (spin up / spin down): 5.5 / 7.0 eV
HOMO energy (spin up / spin down): -9.74 / -10.62 eV
Max |F|: 6.2 eV Å⁻¹

These are the Mulliken partial charges, in e, on atoms 1 to 6: atom 1 (Lu): 0.868, atom 2 (C): 1.203, atom 3 (C): 0.558, atom 4 (C): 0.654, atom 5 (C): 0.268, atom 6 (C): 0.156